{
  "formula": "C34H25N6O9PSW",
  "method": "ωB97M-V/def2-TZVPD",
  "symbols": ["W", "O", "C", "O", "C", "P", "C", "C", "C", "C", "C", "C", "C", "C", "C", "C", "C", "C", "H", "H", "H", "H", "H", "H", "H", "H", "H", "H", "H", "H", "S", "C", "N", "N", "C", "C", "C", "C", "C", "C", "N", "N", "C", "C", "C", "C", "C", "C", "H", "H", "H", "H", "H", "H", "H", "H", "H", "H", "H", "O", "C", "O", "C", "C", "C", "C", "C", "C", "O", "N", "O", "O", "N", "O", "O", "H", "H"],
  "xyz": [[-0.986, -0.742, -0.009], [0.601, 0.004, -3.759], [0.556, 0.059, -2.566], [-0.390, -0.564, -1.848], [1.544, 0.845, -1.715], [0.741, 1.307, -0.146], [-0.196, 2.826, -0.473], [-0.394, 3.740, 0.561], [-1.227, 4.835, 0.373], [-1.866, 5.021, -0.844], [-1.666, 4.116, -1.879], [-0.840, 3.019, -1.695], [2.061, 1.808, 0.985], [3.241, 2.351, 0.479], [4.255, 2.737, 1.340], [4.091, 2.596, 2.712], [2.913, 2.071, 3.221], [1.899, 1.672, 2.361], [1.937, 1.676, -2.297], [2.368, 0.169, -1.459], [0.101, 3.602, 1.515], [-1.376, 5.540, 1.181], [-2.527, 5.866, -0.988], [-2.171, 4.254, -2.825], [-0.715, 2.315, -2.509], [3.375, 2.470, -0.589], [5.172, 3.150, 0.941], [4.883, 2.899, 3.384], [2.778, 1.964, 4.289], [0.991, 1.251, 2.776], [-2.609, -2.424, -0.128], [-1.508, -3.804, -0.071], [-2.092, -5.017, -0.186], [-1.290, -6.017, -0.530], [-0.232, -5.958, -1.484], [-0.303, -5.098, -2.575], [0.719, -5.096, -3.509], [1.804, -5.954, -3.367], [1.859, -6.818, -2.284], [0.844, -6.818, -1.337], [-0.225, -3.646, 0.093], [0.153, -2.353, 0.230], [1.571, -2.201, 0.284], [2.142, -1.456, 1.306], [3.507, -1.202, 1.291], [4.296, -1.705, 0.267], [3.720, -2.480, -0.736], [2.359, -2.735, -0.732], [-1.747, -6.911, -0.442], [-1.152, -4.437, -2.692], [0.662, -4.424, -4.356], [2.598, -5.951, -4.102], [2.700, -7.489, -2.165], [0.894, -7.469, -0.473], [1.511, -1.093, 2.106], [3.948, -0.607, 2.082], [5.359, -1.504, 0.253], [4.336, -2.885, -1.529], [1.896, -3.333, -1.507], [-1.114, 1.036, 3.665], [-1.538, 0.787, 2.565], [-1.060, -0.257, 1.876], [-2.630, 1.600, 1.944], [-3.237, 2.544, 2.755], [-4.215, 3.367, 2.236], [-4.617, 3.273, 0.916], [-4.031, 2.320, 0.118], [-3.008, 1.469, 0.588], [-2.399, 0.646, -0.215], [-4.489, 2.245, -1.275], [-4.855, 3.287, -1.789], [-4.462, 1.168, -1.826], [-4.837, 4.381, 3.095], [-5.657, 5.118, 2.586], [-4.431, 4.474, 4.236], [-2.925, 2.640, 3.785], [-5.372, 3.933, 0.515]],
  "spin_multiplicity": 3,
  "e_tot_ev": -84977.9580,
  "homo_lumo_gap_ev": [6.454, 6.843],
  "e_above_lowest_kj_mol": 0.00
}